Entry 1:
The following is a DFT calculation (the ωB97M-V functional and the def2-TZVPD basis) of 2 unconnected molecules or ions with the total composition C4H6N2S.

```
! RIJCOSX wB97M-V def2-TZVPD def2/J DEFGRID3
* xyz 0 1
C 1.554 1.326 -1.596
C -1.306 -1.694 0.006
C -1.144 -1.178 -1.181
C 0.322 0.520 1.489
N 0.911 1.008 -0.601
N -0.001 0.750 0.097
S -1.285 -2.375 1.446
H 1.858 2.281 -1.898
H -1.937 -0.792 -1.815
H -0.080 -1.212 -1.500
H -0.569 0.569 2.060
H 0.732 -0.482 1.575
H 0.947 1.280 1.918
*
```

ΔE to the lowest compared entry with this formula, charge and spin = 135.7 kcal per mole
Orbital gap = 8.02 eV
E_HOMO = -8.1 eV

Entry 2:
The following is a DFT calculation (the ωB97M-V functional and the def2-TZVPD basis) of a molecular structure, C46H32AsClIN5O3PPtS2.

```
! RIJCOSX wB97M-V def2-TZVPD def2/J DEFGRID3
* xyz -1 1
Pt 0.752 -0.185 1.977
Cl 7.445 0.737 4.140
C 5.759 0.312 4.073
C 5.097 -0.044 5.229
C 3.751 -0.348 5.180
I 2.691 -0.882 6.917
C 2.975 -0.305 4.008
O 1.737 -0.554 4.006
C 3.700 0.049 2.808
N 3.007 0.058 1.654
C 3.609 0.360 0.524
C 4.968 0.691 0.464
C 5.703 0.703 1.619
C 5.090 0.362 2.841
H 5.625 -0.070 6.171
H 3.009 0.329 -0.375
H 5.422 0.925 -0.487
H 6.752 0.957 1.618
N -0.485 -1.974 2.467
C -0.297 -3.123 2.413
C -0.100 -4.471 2.342
C -0.455 -5.186 1.203
N -0.742 -5.788 0.262
C 0.487 -5.144 3.414
N 0.985 -5.712 4.283
C -0.021 0.332 -1.754
C -0.354 1.806 -1.791
As -0.287 2.486 -3.663
C 1.278 1.422 -4.260
C 1.207 0.205 -4.929
C 2.357 -0.454 -5.331
C 3.602 0.088 -5.061
C 3.689 1.300 -4.396
C 2.537 1.959 -4.004
C -1.669 1.382 -4.523
C -1.673 1.354 -5.918
C -2.617 0.625 -6.616
C -3.582 -0.093 -5.926
C -3.611 -0.049 -4.543
C -2.668 0.691 -3.848
P -0.217 -0.576 -0.144
C 0.376 -2.184 -0.774
C 1.487 -2.762 -0.170
C 1.979 -3.970 -0.630
C 1.360 -4.617 -1.686
C 0.265 -4.040 -2.305
C -0.218 -2.823 -1.859
C -2.017 -0.742 0.047
C -2.669 0.415 0.471
C -4.028 0.411 0.712
C -4.744 -0.765 0.564
C -4.098 -1.927 0.175
C -2.737 -1.925 -0.083
H 1.032 0.185 -2.025
H -0.631 -0.212 -2.485
H 0.349 2.375 -1.178
H -1.352 2.013 -1.397
H 0.245 -0.239 -5.150
H 2.283 -1.394 -5.862
H 4.499 -0.429 -5.370
H 4.657 1.737 -4.196
H 2.606 2.912 -3.490
H -0.915 1.914 -6.458
H -2.606 0.615 -7.698
H -4.312 -0.679 -6.467
H -4.374 -0.590 -3.999
H -2.730 0.731 -2.768
H 1.953 -2.258 0.673
H 2.834 -4.416 -0.143
H 1.719 -5.580 -2.013
H -0.228 -4.551 -3.120
H -1.073 -2.377 -2.348
H -2.105 1.326 0.631
H -4.507 1.328 1.016
H -5.807 -0.774 0.762
H -4.656 -2.848 0.085
H -2.248 -2.846 -0.366
O -4.203 3.416 1.221
S -3.119 4.022 1.950
O -2.923 5.428 1.715
N -1.697 3.195 1.730
C -1.209 2.826 2.874
S 0.315 2.123 3.100
C -2.043 3.097 4.063
C -1.784 2.772 5.386
C -2.748 3.069 6.338
C -3.947 3.665 5.977
C -4.202 4.007 4.653
C -3.236 3.715 3.720
H -0.854 2.295 5.650
H -2.570 2.832 7.377
H -4.692 3.873 6.731
H -5.130 4.481 4.371
*
```

ΔE to the lowest compared entry with this formula, charge and spin = 62.2 kcal per mole
Orbital gap (alpha / beta) = 6.43 / 6.43 eV
E_HOMO (alpha / beta) = -5.3 / -5.3 eV

Entry 3:
The following is a DFT calculation (the ωB97M-V functional and the def2-TZVPD basis) of a molecular structure, C6H12ClNa2O10.

```
! RIJCOSX wB97M-V def2-TZVPD def2/J DEFGRID3
* xyz 1 1
Na -2.451 0.620 -2.597
Na -2.611 0.372 3.462
Cl -1.990 1.540 0.315
O -1.982 2.126 1.617
O -0.694 1.478 -0.326
O -2.444 0.162 0.533
O -2.855 2.194 -0.603
C 0.785 3.464 3.142
O 1.468 2.275 2.827
C 1.036 1.081 3.141
O 0.096 0.791 3.843
O 1.762 0.211 2.445
C 1.770 -1.167 2.830
H -0.249 3.400 2.786
H 1.178 4.259 2.512
H 0.751 3.790 4.179
H 1.872 -1.334 3.899
H 2.678 -1.508 2.329
H 0.920 -1.689 2.390
C -0.422 -1.971 -5.499
O 0.112 -2.496 -4.320
C 0.045 -1.792 -3.207
O -0.594 -0.761 -3.072
O 0.648 -2.423 -2.250
C 0.697 -1.891 -0.934
H -1.274 -2.491 -5.947
H 0.309 -1.992 -6.311
H -0.757 -0.934 -5.435
H 0.000 -2.437 -0.300
H 0.514 -0.818 -0.952
H 1.680 -2.062 -0.499
*
```

ΔE to the lowest compared entry with this formula, charge and spin = 0.0 kcal per mole
Orbital gap = 9.98 eV
E_HOMO = -13.4 eV

Entry 4:
The following is a DFT calculation (the ωB97M-V functional and the def2-TZVPD basis) of a single C7H13N3O2S molecule.

```
! RIJCOSX wB97M-V def2-TZVPD def2/J DEFGRID3
* xyz 0 1
C 2.160 -0.308 -1.107
C 0.735 0.194 -0.774
C 0.457 1.543 -1.349
C -0.397 -0.941 -0.589
C -1.836 -0.788 -1.177
N -2.751 -0.256 -0.366
O -2.048 -1.108 -2.272
C 0.165 -0.126 0.529
S 1.305 -1.015 1.796
N 0.390 -2.481 2.030
C -0.508 1.025 1.288
N 0.426 1.967 1.593
O -1.689 1.083 1.610
H 2.148 -1.417 -0.733
H 2.758 0.401 -0.435
H 2.446 -0.161 -2.196
H 0.816 2.338 -0.613
H -0.627 1.521 -1.492
H 0.948 1.620 -2.362
H 0.193 -1.796 -0.717
H -2.633 -0.146 0.621
H -3.668 -0.179 -0.781
H 0.221 -2.915 1.053
H -0.569 -2.331 2.399
H 1.405 1.866 1.545
H 0.153 2.408 2.501
*
```

ΔE to the lowest compared entry with this formula, charge and spin = 1.9 kcal per mole
SMILES = CC1(C)[C@H](C(N)=O)[C@]1(SN)C(N)=O
Orbital gap = 9.65 eV
E_HOMO = -9.2 eV

Entry 5:
The following is a DFT calculation (the ωB97M-V functional and the def2-TZVPD basis) of a molecular structure, C8H11NO.

```
! RIJCOSX wB97M-V def2-TZVPD def2/J DEFGRID3
* xyz 0 1
N -2.794 1.088 -0.972
C -1.875 0.120 -0.826
C -0.421 0.505 -0.835
C 0.266 0.926 0.495
C -0.053 -0.272 1.404
C 0.729 -1.289 0.556
C 2.171 -0.749 0.701
C 1.626 0.414 -0.131
C 0.661 -0.570 -0.853
H -0.237 1.251 -1.625
H 0.154 1.939 0.897
H 0.354 -0.174 2.419
H -1.129 -0.481 1.488
H 0.492 -2.353 0.671
H 2.557 -0.571 1.716
H 2.899 -1.330 0.117
H 2.245 1.144 -0.665
H 0.940 -1.145 -1.742
O -2.283 -1.044 -0.967
H -2.608 1.987 -0.547
H -3.694 0.605 -1.303
*
```

ΔE to the lowest compared entry with this formula, charge and spin = 46.5 kcal per mole
Orbital gap = 10.40 eV
E_HOMO = -9.5 eV

Entry 6:
The following is a DFT calculation (the ωB97M-V functional and the def2-TZVPD basis) of 2 unconnected molecules or ions with the total composition CH3ClFN.

```
! RIJCOSX wB97M-V def2-TZVPD def2/J DEFGRID3
* xyz 0 1
C -1.345 0.479 0.335
N 2.029 -0.384 -0.981
F 1.052 -1.377 -0.920
Cl 2.445 0.236 0.469
H -1.862 0.396 -0.634
H -0.863 -0.468 0.561
H -1.456 1.117 1.170
*
```

ΔE to the lowest compared entry with this formula, charge and spin = 109.6 kcal per mole
Orbital gap (alpha / beta) = 10.43 / 7.79 eV
E_HOMO (alpha / beta) = -10.4 / -9.0 eV

Entry 7:
The following is a DFT calculation (the ωB97M-V functional and the def2-TZVPD basis) of a molecular structure, C27H38BN5O4S3Si2Tl.

```
! RIJCOSX wB97M-V def2-TZVPD def2/J DEFGRID3
* xyz -1 1
Tl -0.550 1.159 2.439
C 2.317 0.188 5.413
N 1.234 1.027 5.999
C 1.355 2.046 6.873
C 0.100 2.376 7.298
N -0.799 1.580 6.645
B -2.294 1.797 6.571
N -2.839 1.916 5.098
C -3.736 1.057 4.496
C -4.189 1.591 3.317
N -3.444 2.750 3.163
C -3.687 3.848 2.199
C -2.635 2.986 4.256
S -1.732 4.380 4.535
C -0.143 0.698 5.828
S -0.802 -0.557 4.964
H 2.170 -0.818 5.706
H 3.290 0.614 5.688
H 2.324 0.276 4.325
H 2.350 2.581 7.067
H -0.174 3.364 7.642
H -2.519 2.904 7.086
H -2.907 0.919 7.269
H -3.872 0.147 5.031
H -4.895 1.217 2.600
H -4.741 3.807 1.897
H -2.986 3.855 1.383
H -3.619 4.802 2.768
C 2.897 1.683 -4.261
Si 1.129 0.947 -4.292
C 0.031 1.540 -2.851
C 0.060 1.176 -5.950
C -0.251 2.268 -6.662
C -1.140 2.117 -7.765
C -1.805 0.844 -7.962
C -1.315 -0.278 -7.283
C -0.351 -0.133 -6.298
Si 0.515 -1.225 -4.960
C -0.768 -2.500 -4.281
C 2.037 -1.946 -5.869
H 2.937 2.552 -3.480
H 2.874 2.114 -5.285
H 3.616 0.926 -4.056
H -0.226 0.779 -2.150
H -0.783 2.182 -3.265
H 0.604 2.197 -2.183
H 0.086 3.201 -6.306
H -1.383 2.964 -8.483
H -2.592 0.739 -8.748
H -1.582 -1.228 -7.690
H -0.225 -3.411 -4.099
H -1.536 -2.678 -5.047
H -1.221 -2.140 -3.303
H 2.823 -1.971 -5.121
H 2.332 -1.352 -6.761
H 1.826 -3.015 -6.204
C -2.605 -3.029 1.231
C -2.478 -1.554 0.809
O -1.226 -0.991 1.303
H -3.643 -3.313 1.033
H -2.403 -3.284 2.282
H -2.003 -3.583 0.518
H -3.283 -0.970 1.334
H -2.533 -1.458 -0.267
H -0.533 -1.163 0.588
O 1.914 -1.503 -2.697
S 1.463 -2.069 -1.387
O 0.472 -3.115 -1.439
N 0.960 -0.863 -0.304
C 1.849 -0.798 0.801
O 1.623 -0.068 1.785
C 2.933 -1.815 0.728
C 3.911 -2.117 1.746
C 4.840 -3.082 1.536
C 4.642 -3.993 0.489
C 3.696 -3.707 -0.518
C 2.871 -2.606 -0.398
H 3.815 -1.422 2.597
H 5.579 -3.253 2.392
H 5.411 -4.755 0.268
H 3.563 -4.345 -1.370
*
```

Orbital gap = 6.53 eV
E_HOMO = -4.7 eV

Entry 8:
The following is a DFT calculation (the ωB97M-V functional and the def2-TZVPD basis) of 2 unconnected molecules or ions with the total composition C2H6NS2.

```
! RIJCOSX wB97M-V def2-TZVPD def2/J DEFGRID3
* xyz 1 1
C 0.870 -0.132 -0.703
C -0.595 -0.249 -0.428
N -0.831 0.223 0.970
S 1.816 1.148 0.085
S 2.068 -0.914 0.324
H 1.287 -0.195 -2.498
H -0.919 -1.288 -0.530
H -1.162 0.375 -1.121
H -0.263 1.097 1.078
H -0.449 -0.457 1.646
H -1.822 0.392 1.176
*
```

ΔE to the lowest compared entry with this formula, charge and spin = 60.8 kcal per mole
Orbital gap (alpha / beta) = 8.79 / 8.79 eV
E_HOMO (alpha / beta) = -13.2 / -13.2 eV

Entry 9:
The following is a DFT calculation (the ωB97M-V functional and the def2-TZVPD basis) of a molecular structure, C2H6O2Pt.

```
! RIJCOSX wB97M-V def2-TZVPD def2/J DEFGRID3
* xyz 1 4
C 0.059 1.983 0.341
C 0.948 1.430 -0.750
O 0.897 0.072 -0.910
H -0.903 1.012 1.276
H -0.928 2.124 -0.126
H 0.656 1.965 1.265
H 2.012 1.731 -0.591
H 0.710 1.900 -1.738
O -1.001 -0.554 1.131
H -1.923 -0.800 1.238
Pt 0.027 -1.149 -0.141
*
```

ΔE to the lowest compared entry with this formula, charge and spin = 93.7 kcal per mole
Orbital gap (alpha / beta) = 8.36 / 7.08 eV
E_HOMO (alpha / beta) = -13.1 / -14.6 eV
<S²> = 3.77

Entry 10:
The following is a DFT calculation (the ωB97M-V functional and the def2-TZVPD basis) of 3 unconnected molecules or ions with the total composition C5H12O2.

```
! RIJCOSX wB97M-V def2-TZVPD def2/J DEFGRID3
* xyz 0 1
C 0.962 -1.561 1.337
C -0.100 -1.967 0.515
C -0.210 -1.453 -0.952
C 0.023 -0.142 -1.286
C -0.665 0.556 -2.492
H 0.867 -1.626 2.405
H 1.921 -1.172 0.909
H -0.836 -2.619 0.903
H -0.361 -2.194 -1.797
H 0.690 0.555 -0.731
H -1.415 1.264 -2.121
H -0.053 1.145 -3.151
H -1.232 -0.159 -3.148
O 1.233 2.324 0.989
H 0.507 2.484 0.288
H 0.763 1.601 1.492
O -0.559 0.816 2.610
H -0.670 0.425 1.703
H -0.866 1.722 2.528
*
```

ΔE to the lowest compared entry with this formula, charge and spin = 73.4 kcal per mole
SMILES = C=C/C=C/C.O.O
Orbital gap = 9.39 eV
E_HOMO = -8.8 eV

Entry 11:
The following is a DFT calculation (the ωB97M-V functional and the def2-TZVPD basis) of a molecular structure, C28H35Cl40N3P.

```
! RIJCOSX wB97M-V def2-TZVPD def2/J DEFGRID3
* xyz 1 1
C 1.433 -1.491 -0.735
C 1.106 -2.437 -2.003
C 1.077 -1.670 -3.409
N -0.189 -0.925 -3.695
C -0.313 0.321 -2.916
C 0.861 1.315 -2.850
N 0.768 2.526 -2.086
C -0.392 2.960 -1.335
C -0.255 4.331 -0.538
C -1.275 5.486 -1.007
C -0.276 4.069 1.068
C 1.196 3.456 1.419
C -1.639 2.028 -1.347
P -3.152 2.603 -0.318
C -3.285 1.312 1.106
C -4.727 2.611 -1.365
C -4.765 3.755 -2.496
C -1.633 0.674 -2.168
C -2.958 -0.201 -2.160
C -2.726 -1.790 -2.117
C -3.515 -2.507 -0.879
N -2.464 -2.732 0.184
H 2.268 -0.736 -0.930
H 1.821 -2.197 0.094
H 0.480 -1.002 -0.301
H 1.988 -3.184 -2.064
H 0.181 -3.084 -1.797
H 2.035 -1.055 -3.492
H 1.157 -2.488 -4.223
H -0.118 -0.620 -4.681
H 1.850 1.087 -3.385
H 1.612 3.127 -2.065
H 0.803 4.751 -0.749
H -1.144 6.347 -0.249
H -2.372 5.191 -0.965
H -1.005 5.879 -2.049
H -1.119 3.382 1.397
H -0.298 5.092 1.600
H 1.666 2.996 0.468
H 1.915 4.307 1.719
H 1.157 2.614 2.186
H -2.793 1.779 2.039
H -4.366 1.012 1.301
H -2.613 0.441 0.795
H -4.997 1.616 -1.853
H -5.594 2.850 -0.637
H -4.311 3.434 -3.491
H -4.201 4.664 -2.081
H -5.877 3.997 -2.694
H -3.559 0.079 -3.107
H -3.664 0.049 -1.282
H -1.644 -2.119 -2.019
H -3.226 -2.218 -3.066
H -4.407 -1.898 -0.511
H -3.830 -3.565 -1.217
H -2.484 -3.696 0.536
H -2.532 -2.036 0.936
C 4.296 4.198 4.039
Cl 3.294 2.742 4.226
Cl 4.978 4.242 2.398
Cl 3.296 5.644 4.303
Cl 5.615 4.166 5.227
C -2.992 -7.174 0.071
Cl -2.053 -7.580 -1.380
Cl -3.399 -8.662 0.950
Cl -2.030 -6.110 1.121
Cl -4.488 -6.339 -0.404
C 5.420 -1.111 -4.883
Cl 5.537 -0.494 -6.543
Cl 4.267 -0.116 -3.964
Cl 4.853 -2.794 -4.915
Cl 7.015 -1.037 -4.107
C 2.646 -1.148 -9.478
Cl 4.414 -0.993 -9.429
Cl 2.014 -1.227 -7.818
Cl 1.950 0.258 -10.311
Cl 2.205 -2.631 -10.351
C 9.703 3.547 5.979
Cl 8.292 3.835 7.021
Cl 10.815 4.927 6.095
Cl 10.536 2.070 6.505
Cl 9.167 3.358 4.296
C 1.549 -1.100 5.274
Cl 1.908 -2.226 3.947
Cl 1.868 0.566 4.741
Cl -0.158 -1.254 5.736
Cl 2.578 -1.482 6.672
C -3.776 0.880 6.280
Cl -2.463 1.669 5.379
Cl -5.335 1.273 5.524
Cl -3.536 -0.880 6.257
Cl -3.770 1.458 7.961
C -7.360 -2.423 4.400
Cl -8.088 -3.984 3.966
Cl -7.129 -2.346 6.159
Cl -5.788 -2.256 3.588
Cl -8.435 -1.105 3.886
C 6.449 -4.997 -8.386
Cl 7.368 -5.409 -9.849
Cl 6.047 -6.484 -7.500
Cl 7.431 -3.937 -7.350
Cl 4.952 -4.156 -8.843
C -1.064 -2.374 9.800
Cl -1.791 -3.935 9.362
Cl -0.826 -2.304 11.559
Cl 0.501 -2.199 8.979
Cl -2.141 -1.055 9.291
*
```

Orbital gap = 7.15 eV
E_HOMO = -10.9 eV

Entry 12:
The following is a DFT calculation (the ωB97M-V functional and the def2-TZVPD basis) of a single C4H6BrNO3P2 molecule.

```
! RIJCOSX wB97M-V def2-TZVPD def2/J DEFGRID3
* xyz 0 1
C -0.142 -0.056 1.230
C -1.169 -1.397 -0.547
C 0.129 -1.227 1.950
C -0.405 0.768 -0.918
N -0.712 -0.141 0.013
O 0.246 1.155 1.718
O 0.230 2.868 -2.160
O 2.443 1.667 -2.027
P -0.917 2.347 -1.084
P 1.689 2.521 -2.882
Br 1.936 -2.223 1.107
H -0.394 -2.210 -0.359
H -2.072 -1.520 -0.141
H -1.220 -1.372 -1.677
H -0.517 -2.033 1.858
H 0.727 -1.129 2.829
H 0.148 1.981 1.091
*
```

ΔE to the lowest compared entry with this formula, charge and spin = 65.8 kcal per mole
Orbital gap (alpha / beta) = 6.80 / 6.34 eV
E_HOMO (alpha / beta) = -7.9 / -7.5 eV